(1)
Density functional theory data (ωB97M-V/def2-TZVPD) for a single C5H7FO2 molecule at a distorted geometry.

E_HOMO = -8.7 eV
HOMO-LUMO gap = 9.5 eV
molecular weight = 118.11 g mol⁻¹
electronic energy = -12109.28661 eV
ΔE to the lowest compared entry with this formula, charge and spin = 66.8 kJ/mol
LUMO energy = 0.84 eV

Atoms and positions in Å:
O (-1.08288, -1.08959, 1.63119)
C (-1.14814, -0.69418, 0.21073)
C (-0.02065, -1.41919, -0.61137)
O (1.09154, -0.55133, -0.45436)
C (0.73826, 0.72188, -0.20007)
C (1.64451, 1.65295, -0.09546)
F (2.89126, 1.32673, -0.35043)
C (-0.80467, 0.78036, -0.04615)
H (-0.15643, -1.11584, 1.77144)
H (-2.17694, -0.99137, 0.00943)
H (-0.30162, -1.42505, -1.70930)
H (0.12766, -2.43767, -0.21362)
H (1.56369, 2.64715, 0.25029)
H (-1.07549, 1.45019, 0.77899)
H (-1.29010, 1.14495, -0.97129)

Atom charges from the Mulliken analysis, given in e for atoms 1 to 6: -0.538 -0.111 -0.516 -0.399 0.235 -0.241

(2)
Density functional theory data (ωB97M-V/def2-TZVPD) for a molecular structure, C32H38BrN7OPPdS at a distorted geometry.

E_HOMO = -15.6 eV
HOMO-LUMO gap = 3.8 eV
molecular weight = 786.07 g mol⁻¹
electronic energy = -139897.33561 eV
total charge = +3
ΔE to the lowest compared entry with this formula, charge and spin = 198.2 kJ/mol
LUMO energy = -11.84 eV

Atoms and positions in Å:
Pd (-0.39069, -0.27341, -0.08800)
S (-8.11874, 0.37456, 1.30070)
N (-7.19336, -0.93317, 1.23289)
C (-5.94795, -0.58843, 0.92292)
C (-4.82138, -1.44907, 0.75714)
C (-4.90652, -2.83673, 0.89001)
C (-3.76895, -3.58333, 0.68655)
C (-2.58646, -2.92349, 0.36438)
N (-2.47112, -1.61210, 0.25681)
C (-3.56977, -0.86140, 0.44514)
C (-3.44233, 0.56602, 0.28631)
N (-2.22802, 1.07646, -0.01039)
C (-2.11916, 2.37327, -0.22530)
C (-3.19334, 3.26464, -0.16927)
C (-4.43323, 2.78336, 0.17504)
C (-4.56918, 1.41139, 0.41472)
C (-5.82230, 0.81855, 0.75298)
N (-6.97972, 1.44348, 0.93801)
H (-5.85827, -3.28220, 1.13125)
H (-3.77841, -4.65801, 0.76670)
H (-1.70580, -3.50922, 0.16936)
H (-1.12871, 2.73945, -0.45092)
H (-3.03052, 4.30927, -0.37725)
H (-5.29951, 3.42276, 0.26177)
C (6.63285, 3.21007, -2.80452)
C (6.00179, 3.98047, -1.63177)
C (6.75633, 3.58271, -0.33821)
C (6.23370, 5.47328, -1.87966)
C (4.55923, 3.60972, -1.43771)
C (4.12866, 2.25690, -1.44970)
C (2.82281, 1.97130, -1.21545)
Br (2.08628, 0.17588, -1.21440)
C (1.80091, 2.94019, -0.89167)
O (0.70477, 2.52058, -0.48538)
C (2.22603, 4.32818, -1.07453)
C (3.56869, 4.57791, -1.24821)
C (1.25973, 5.49247, -1.16820)
C (1.38044, 6.07071, -2.59539)
C (1.64013, 6.56712, -0.13071)
C (-0.19429, 5.10589, -0.93949)
H (7.65242, 3.55835, -2.94844)
H (6.08116, 3.38339, -3.72493)
H (6.67905, 2.14125, -2.61027)
H (7.80938, 3.81777, -0.47569)
H (6.66618, 2.51904, -0.13174)
H (6.38785, 4.14086, 0.51891)
H (7.28879, 5.64888, -2.07871)
H (5.98026, 6.07218, -1.00758)
H (5.68091, 5.81878, -2.74987)
H (4.83626, 1.46716, -1.64308)
H (3.87233, 5.61276, -1.27627)
H (2.38522, 6.42206, -2.80974)
H (0.69804, 6.91023, -2.69714)
H (1.11511, 5.32567, -3.34286)
H (2.60787, 7.01446, -0.33240)
H (1.65530, 6.15375, 0.87484)
H (0.89633, 7.35850, -0.16479)
H (-0.52041, 4.39320, -1.69390)
H (-0.82253, 5.98831, -1.03291)
H (-0.32330, 4.70768, 0.06360)
C (2.29043, -4.85633, 2.16380)
N (0.85453, -4.88250, 1.95931)
C (0.54256, -5.57575, 0.72095)
N (1.21258, -4.93837, -0.40097)
C (2.64529, -4.90726, -0.18316)
N (2.88854, -4.16699, 1.03826)
C (2.60531, -2.77485, 0.96474)
P (0.73871, -2.43021, 0.67922)
C (0.23579, -3.60347, 2.09463)
C (0.67597, -3.66777, -0.76697)
H (2.67360, -5.87964, 2.21221)
H (2.53039, -4.35041, 3.10023)
H (-0.53726, -5.58760, 0.55706)
H (0.88810, -6.60989, 0.79394)
H (3.14171, -4.43237, -1.02981)
H (3.02250, -5.92672, -0.07833)
H (3.17552, -2.32758, 0.14541)
H (2.89202, -2.28925, 1.90186)
H (-0.84750, -3.72681, 2.15508)
H (0.56889, -3.13366, 3.02730)
H (1.26639, -3.24302, -1.58581)
H (-0.34204, -3.79049, -1.14607)

Atom charges from the Mulliken analysis, given in e for atoms 1 to 6: 0.025 0.282 -0.667 0.797 0.692 -0.580